111
Properties=species:S:1:pos:R:3:forces:R:3 method="wB97M-V/def2-TZVPD" molar_mass_da=1777.353 orbital_gap_ev=9.951 lumo_energy_ev=0.185
C 3.54912 -1.82419 2.73375 0.1 0.1 0.1
C 3.14173 -0.80421 2.27236 -0.1 0.1 0.2
C 2.62866 0.37908 1.64391 -0.3 0.6 -0.4
B 2.02741 -0.02368 0.26407 0.0 0.5 0.6
O 2.71655 0.11383 -0.90944 0.1 0.1 0.0
B 2.15380 -0.56338 -1.94647 0.4 0.1 -1.1
I 2.30288 0.29014 -3.89614 0.1 -0.2 0.2
O 1.47310 -1.72412 -1.72707 -0.1 0.1 -0.1
B 0.67068 -1.66659 -0.60317 -0.7 -0.7 -0.1
C -0.30357 -2.82683 -0.22508 -0.2 0.8 -0.1
C -1.34696 -2.43445 0.81052 0.1 -0.9 0.2
O -2.52875 -1.91715 0.19542 0.2 0.1 0.2
C -2.42591 -0.59475 -0.10965 -0.1 0.3 -0.4
C -2.20984 0.38310 0.98678 0.3 0.0 0.8
O -2.54600 -0.24036 -1.24322 -0.2 0.0 -0.6
O 0.75722 -0.56002 0.19967 0.3 -0.1 0.5
H 3.89693 -2.80126 2.87848 0.1 -0.2 1.1
H 1.82965 0.81859 2.22675 -0.2 0.2 0.4
H 3.41364 1.11311 1.54045 0.1 0.1 -0.1
H 0.27100 -3.65719 0.16280 0.3 -0.3 0.1
H -0.82497 -3.17152 -1.10735 -0.1 -0.3 -0.3
H -1.63742 -3.31960 1.34961 -0.4 -0.3 0.2
H -0.93937 -1.76519 1.54742 0.1 0.5 0.2
H -1.16451 0.51105 1.21463 0.5 -0.2 -0.1
H -2.57347 1.34595 0.69528 -0.2 0.4 -0.4
H -2.70542 0.13323 1.91171 0.0 -0.4 0.1
C -5.80473 -0.33316 2.00907 -0.1 -0.1 -0.1
Cl -6.54086 -1.09617 3.41753 0.0 0.0 -0.1
Cl -4.87555 1.10566 2.44492 -0.4 0.3 0.2
H -5.13185 -1.04042 1.53587 0.1 0.0 0.0
H -6.58857 -0.04042 1.32215 0.0 0.1 0.0
C 3.73993 3.71904 3.97782 0.0 0.0 0.0
Cl 2.83119 2.48864 4.86588 0.0 0.0 0.0
Cl 4.39803 3.08562 2.46475 0.2 0.4 0.1
H 3.07620 4.54148 3.74502 -0.1 0.0 -0.1
H 4.56327 4.05609 4.59260 0.1 -0.1 0.0
C -0.77082 -2.95155 4.46703 0.0 -0.1 -0.1
Cl -0.91570 -4.70112 4.67723 0.1 0.0 0.2
Cl 0.72996 -2.54042 3.62964 -0.1 0.1 0.1
H -1.60806 -2.59755 3.87456 0.0 -0.1 -0.1
H -0.77389 -2.48360 5.44276 0.1 0.0 0.0
C 8.24182 3.71859 3.25765 0.0 -0.1 -0.1
Cl 7.19724 4.86100 4.11339 0.1 0.1 0.0
Cl 8.26894 2.13776 4.04167 0.0 0.0 0.0
H 7.86428 3.59977 2.25011 -0.1 0.0 0.0
H 9.24708 4.11830 3.24328 0.0 0.0 0.1
C 4.24326 -4.32419 -0.70052 0.1 -0.1 0.1
Cl 4.25317 -6.09211 -0.84030 -0.1 0.1 0.0
Cl 4.25802 -3.77046 0.98517 0.1 -0.7 -1.3
H 5.12185 -3.93486 -1.19681 0.0 0.0 0.1
H 3.34694 -3.94956 -1.17594 -0.1 0.0 0.0
C 4.19498 3.20151 -6.70331 0.1 -0.2 0.3
Cl 3.35778 1.64714 -6.86159 0.0 0.1 -0.3
Cl 5.06278 3.32378 -5.16789 0.0 0.0 0.0
H 4.90416 3.29500 -7.51166 0.1 -0.1 0.0
H 3.46435 3.99349 -6.75077 -0.1 0.0 0.1
C 7.74337 -7.11810 -1.57439 -0.1 0.1 0.0
Cl 8.42441 -6.84951 -3.18411 0.2 -0.3 -0.1
Cl 7.82182 -8.81662 -1.09755 0.0 0.0 0.0
H 8.30458 -6.53021 -0.85938 0.1 0.0 0.0
H 6.70523 -6.80908 -1.58963 0.0 -0.1 0.0
C 7.49529 6.90032 -5.29782 0.0 0.0 0.0
Cl 7.66994 5.52724 -4.19996 0.0 0.1 0.0
Cl 6.15930 6.69103 -6.44006 0.0 0.0 0.0
H 7.30463 7.78833 -4.70983 -0.1 0.0 0.0
H 8.41272 7.00983 -5.86078 0.0 -0.1 -0.1
C 2.57910 5.01595 -10.14628 -0.1 0.0 0.0
Cl 3.09669 3.94541 -11.45247 -0.1 0.0 0.0
Cl 3.90857 5.38545 -9.03562 0.0 0.2 -0.2
H 2.21957 5.94025 -10.57756 0.1 0.1 0.0
H 1.78775 4.52795 -9.59072 0.0 -0.1 0.0
C -9.27172 -1.22400 6.49187 0.0 0.1 0.0
Cl -7.78158 -2.13906 6.24018 0.0 -0.1 0.1
Cl -10.44157 -2.12540 7.45718 0.1 -0.1 0.3
H -9.03054 -0.30483 7.00962 0.0 0.0 0.1
H -9.71359 -1.00869 5.52728 0.0 -0.1 -0.1
C 7.59776 -3.44125 -4.61613 0.1 0.0 -0.1
Cl 6.99392 -3.89298 -3.01816 -0.1 0.2 0.1
Cl 8.03567 -1.73357 -4.69889 0.0 0.0 0.0
H 8.47619 -4.03833 -4.82732 0.1 0.0 0.1
H 6.82125 -3.63702 -5.34365 -0.1 0.0 0.0
C 2.99727 3.72398 -2.03359 0.0 0.0 0.0
Cl 4.59747 3.97504 -1.32561 0.0 -0.1 0.0
Cl 1.86053 4.99434 -1.55423 0.0 0.0 0.0
H 3.09154 3.72873 -3.11157 0.1 0.1 0.0
H 2.61463 2.76992 -1.69575 0.0 0.0 0.1
C -4.13282 -5.49881 1.33612 -0.1 0.1 0.0
Cl -4.55357 -7.21162 1.42271 0.0 0.0 0.0
Cl -3.51957 -4.89444 2.88369 -0.2 0.0 -0.2
H -3.36370 -5.36538 0.58574 0.1 0.0 0.0
H -5.02098 -4.94156 1.06968 -0.1 0.0 0.0
C -8.41378 -3.84264 10.22103 0.0 0.0 0.0
Cl -9.16511 -4.58781 11.63834 0.0 0.0 0.0
Cl -7.48644 -2.39895 10.64744 0.0 0.0 0.0
H -7.74514 -4.56114 9.76566 0.1 0.0 0.0
H -9.19145 -3.55366 9.52834 -0.1 0.1 0.0
C -14.00842 -1.31076 6.08767 0.0 0.0 0.1
Cl -14.68100 -2.92516 5.84614 0.0 0.0 0.0
Cl -12.51796 -1.07266 5.17008 -0.2 0.2 -0.3
H -14.73455 -0.57886 5.75996 0.0 0.0 -0.1
H -13.78650 -1.18144 7.13971 0.1 -0.1 0.0
C -7.42323 3.86103 2.09573 0.0 0.0 0.0
Cl -7.28990 5.55691 2.57344 0.0 0.0 0.0
Cl -8.33631 2.91049 3.27414 0.0 -0.1 0.0
H -7.93341 3.80949 1.14265 -0.1 0.0 0.0
H -6.42851 3.44327 2.01686 0.0 0.0 0.1
C -1.15338 5.36358 -11.93661 0.0 -0.1 0.0
Cl -1.82742 4.70244 -10.44374 0.0 0.0 0.0
Cl -0.35527 6.91962 -11.66724 0.0 0.0 0.0
H -0.42298 4.66540 -12.32561 0.1 0.0 0.0
H -1.95539 5.50712 -12.64838 -0.1 0.1 0.0

=====

21
Properties=species:S:1:pos:R:3:forces:R:3 method="wB97M-V/def2-TZVPD" molar_mass_da=131.244 de_lowest_kj_mol=88.8 smiles="CCN(C=S)C(C)C" orbital_gap_ev=8.887 lumo_energy_ev=0.796
C 1.23379 -2.29874 -0.24676 1.6 1.6 0.7
C -0.09911 -1.63460 -0.42722 -0.9 0.0 -0.5
N -0.38094 -0.33870 0.23683 1.2 -2.0 -1.6
C -0.97387 -0.34309 1.39341 0.0 2.5 1.4
S -1.38194 -1.53307 2.42859 -0.2 -0.4 0.1
C -0.02659 0.90382 -0.44373 0.0 0.0 -0.9
C -1.26227 1.77823 -0.71351 -0.3 -2.2 -2.2
C 0.91039 1.76478 0.32306 2.4 -0.5 2.0
H 1.37737 -2.58822 0.76705 0.1 0.4 1.3
H 1.40195 -3.26734 -0.66911 -0.4 -0.3 -1.3
H 2.06752 -1.58628 -0.53130 -0.7 -1.0 0.2
H -0.89138 -2.27791 -0.10054 -0.3 -0.5 0.4
H -0.28765 -1.52241 -1.47740 -0.1 0.5 -0.7
H -1.08085 0.74522 1.65842 -0.4 -1.1 0.5
H 0.50678 0.53405 -1.37539 -0.8 0.8 0.8
H -1.81397 1.87447 0.20875 -0.4 0.2 0.0
H -0.97038 2.74316 -1.12170 -0.1 0.0 0.1
H -1.85047 1.18886 -1.50589 0.3 1.2 1.2
H 1.89996 1.18260 0.51272 -1.4 1.2 -0.4
H 1.08927 2.66118 -0.30280 0.2 -0.3 0.8
H 0.53239 2.01398 1.38651 0.4 0.0 -1.8